Entry 1:
Below is 2 unconnected molecules or ions with the total composition C37H40N3O2 at a distorted geometry, with properties calculated with ωB97M-V/def2-TZVPD.

Geometry as ORCA input:
```
! RIJCOSX wB97M-V def2-TZVPD def2/J DEFGRID3
* xyz 1 1
C 3.987 -2.376 -2.990
N 3.273 -1.917 -1.823
C 3.978 -1.675 -0.668
O 5.164 -1.934 -0.492
C 3.038 -1.018 0.318
C 3.451 0.430 0.602
C 3.605 1.228 -0.675
C 4.800 1.133 -1.400
C 4.939 1.786 -2.623
C 3.885 2.565 -3.115
C 2.708 2.708 -2.372
C 2.580 2.062 -1.138
N 1.743 -1.123 -0.369
C 0.656 -0.484 0.107
C -0.477 -0.182 -0.640
C -1.716 0.008 -0.029
C -2.964 -0.122 -0.732
C -4.163 -0.347 -0.005
C -5.361 -0.616 -0.652
C -5.401 -0.685 -2.053
C -4.241 -0.425 -2.796
C -3.044 -0.115 -2.153
C 1.825 -1.830 -1.673
C 1.105 -3.236 -1.776
C 1.728 -4.185 -0.751
C 1.252 -3.776 -3.197
C -0.391 -3.124 -1.510
H 4.919 -1.805 -3.088
H 4.251 -3.440 -2.901
H 3.380 -2.212 -3.883
H 3.012 -1.627 1.240
H 2.712 0.889 1.271
H 4.421 0.372 1.122
H 5.616 0.523 -1.001
H 5.868 1.675 -3.188
H 3.988 3.070 -4.075
H 1.885 3.323 -2.744
H 1.677 2.191 -0.534
H 0.696 -0.222 1.168
H -0.376 -0.110 -1.727
H -1.747 0.055 1.062
H -4.110 -0.338 1.084
H -6.266 -0.784 -0.066
H -6.333 -0.938 -2.561
H -4.273 -0.467 -3.887
H -2.153 0.122 -2.739
H 1.419 -1.181 -2.468
H 1.584 -3.806 0.268
H 1.234 -5.162 -0.822
H 2.799 -4.335 -0.933
H 0.909 -3.030 -3.928
H 2.277 -4.067 -3.439
H 0.629 -4.673 -3.315
H -0.872 -2.438 -2.219
H -0.844 -4.117 -1.643
H -0.606 -2.798 -0.490
C 2.017 4.332 2.315
C 2.217 3.013 2.744
C 1.121 2.186 2.992
C -0.192 2.652 2.800
C -1.314 1.675 3.054
C -2.651 2.083 2.857
N -3.754 1.347 3.275
C -3.661 0.113 3.897
C -4.791 -0.632 4.168
C -6.056 -0.159 3.823
C -6.144 1.090 3.200
C -5.014 1.832 2.951
O -1.008 0.486 3.344
C -0.382 3.972 2.361
C 0.714 4.807 2.125
H 2.874 4.980 2.130
H 3.226 2.625 2.891
H 1.278 1.167 3.349
H -2.888 3.110 2.601
H -2.667 -0.238 4.136
H -4.650 -1.597 4.647
H -6.947 -0.748 4.021
H -7.104 1.496 2.887
H -5.032 2.809 2.473
H -1.394 4.342 2.207
H 0.547 5.833 1.792
*
```

Values from the calculation:
- Orbital gap: 5.568 eV
- LUMO level: -0.1593 hartree
- Energy: -1748.422017 Ha

Entry 2:
Below is a molecular structure, C37H40N5O6PtSSi2 at a distorted geometry, with properties calculated with ωB97M-V/def2-TZVPD.

Geometry as ORCA input:
```
! RIJCOSX wB97M-V def2-TZVPD def2/J DEFGRID3
* xyz -1 5
Pt 5.201 6.373 15.595
O 7.760 9.093 10.321
C 8.505 9.117 11.388
O 9.583 9.683 11.429
C 7.906 8.461 12.602
C 8.664 8.349 13.768
N 7.882 7.644 14.613
N 6.723 7.294 14.061
C 6.703 7.817 12.808
C 5.475 7.721 11.966
O 5.708 7.926 10.742
O 4.395 7.453 12.485
H 6.826 8.585 10.494
H 9.628 8.751 13.994
H 8.045 7.430 15.619
C 2.717 10.018 17.223
Si 3.689 9.264 15.849
C 4.479 10.504 14.690
C 2.505 8.341 14.792
N 4.932 8.195 16.517
C 5.801 8.494 17.548
C 5.804 9.737 18.236
C 6.697 10.043 19.234
C 7.507 8.921 19.729
C 7.509 7.676 19.083
C 6.743 7.473 17.945
N 6.870 6.458 17.101
Si 8.047 5.111 17.264
C 9.717 5.895 17.739
C 8.309 4.501 15.554
C 7.747 3.718 18.550
H 1.657 10.210 16.988
H 3.194 10.944 17.670
H 2.779 9.309 18.057
H 3.688 11.197 14.133
H 4.912 9.842 13.879
H 5.314 11.073 15.069
H 1.863 9.103 14.381
H 1.835 7.701 15.361
H 2.921 7.737 13.944
H 5.212 10.613 17.903
H 6.792 11.022 19.661
H 8.244 9.093 20.554
H 8.107 6.901 19.469
H 9.786 6.914 17.931
H 10.424 5.694 16.917
H 10.201 5.388 18.584
H 8.787 5.286 14.969
H 7.319 4.398 15.077
H 8.811 3.610 15.303
H 7.740 4.093 19.591
H 8.491 2.977 18.398
H 6.765 3.294 18.367
N 4.893 5.249 19.358
C 4.062 5.793 20.127
C 2.616 5.717 19.927
C 2.082 5.720 18.651
C 0.692 5.715 18.505
C -0.165 5.661 19.617
C 0.441 5.694 20.878
C 1.776 5.716 21.029
C 4.597 6.629 21.251
C 5.773 6.340 21.909
C 6.342 7.232 22.858
C 5.700 8.423 23.067
C 4.502 8.762 22.430
C 3.956 7.863 21.542
H 2.737 5.762 17.789
H 0.253 5.783 17.513
H -1.250 5.674 19.534
H -0.135 5.850 21.798
H 2.134 5.720 22.093
H 6.336 5.497 21.554
H 7.303 7.026 23.243
H 6.260 9.146 23.614
H 4.102 9.739 22.642
H 3.026 8.167 21.069
O 5.365 -1.315 18.315
C 5.038 -0.047 18.659
O 4.704 0.175 19.802
C 5.009 0.991 17.624
C 4.257 2.135 17.851
C 4.326 3.173 16.936
C 4.991 3.048 15.705
S 4.908 4.250 14.483
C 5.695 1.891 15.453
C 5.712 0.872 16.394
H 5.577 -1.486 17.390
H 3.708 2.222 18.726
H 3.869 4.102 17.167
H 6.272 1.778 14.509
H 6.374 0.048 16.210
*
```

Values from the calculation:
- Orbital gap (alpha / beta): 6.866 / 5.913 eV
- Energy above the lowest of the compared OMol25 structures with the same formula, charge and spin: 29.0 kcal/mol
- <S²>: 6.042
- LUMO level (alpha / beta): 0.0694 / 0.0145 hartree
- Energy: -3255.766678 Ha

Entry 3:
Below is a molecular structure, C37H41AsCuN6O6P at a distorted geometry, with properties calculated with ωB97M-V/def2-TZVPD.

Geometry as ORCA input:
```
! RIJCOSX wB97M-V def2-TZVPD def2/J DEFGRID3
* xyz 0 1
Cu -1.141 0.942 2.321
N -1.576 2.709 0.992
C -0.519 3.623 1.352
C 0.102 4.410 0.175
C 0.409 3.633 -1.114
C 1.289 2.376 -0.990
N 2.365 2.502 -0.026
C 3.200 3.532 0.065
N 3.560 4.212 -1.040
N 3.689 3.839 1.259
C 0.628 2.906 2.126
O 1.503 3.663 2.593
O 0.669 1.657 2.147
H -1.378 2.202 0.139
H -2.487 3.142 0.930
H -0.917 4.363 2.055
H 1.009 4.879 0.561
H -0.577 5.220 -0.104
H 0.878 4.339 -1.802
H -0.527 3.319 -1.578
H 1.691 2.112 -1.975
H 0.694 1.532 -0.631
H 2.169 2.027 0.852
H 3.360 3.822 -1.945
H 4.272 4.919 -0.982
H 3.022 3.662 2.055
H 4.289 4.643 1.357
O -5.833 0.011 5.516
C -5.441 1.225 5.818
O -6.032 1.924 6.610
C -4.215 1.745 5.147
C -3.693 3.003 5.387
N -2.602 3.136 4.615
N -2.375 2.041 3.892
C -3.331 1.176 4.192
C -3.316 -0.172 3.520
O -4.248 -0.957 3.756
O -2.351 -0.424 2.762
H -5.239 -0.449 4.816
H -4.041 3.769 6.050
H -1.976 3.923 4.562
C 0.314 -1.211 -1.375
C -0.344 -0.618 -2.601
As 0.637 -0.923 -4.318
C 0.799 -2.870 -4.300
C 1.883 -3.456 -4.950
C 1.994 -4.830 -5.048
C 1.015 -5.643 -4.502
C -0.076 -5.074 -3.868
C -0.186 -3.697 -3.777
C 2.440 -0.484 -3.642
C 2.955 0.775 -3.933
C 4.177 1.179 -3.421
C 4.900 0.330 -2.599
C 4.410 -0.933 -2.319
C 3.196 -1.339 -2.847
P -0.551 -0.615 0.201
C 0.288 -1.769 1.349
C -0.421 -2.627 2.181
C 0.253 -3.452 3.063
C 1.636 -3.422 3.136
C 2.346 -2.552 2.325
C 1.677 -1.727 1.441
C -2.148 -1.461 -0.078
C -3.310 -0.706 0.013
C -4.546 -1.290 -0.194
C -4.630 -2.635 -0.509
C -3.475 -3.394 -0.609
C -2.239 -2.813 -0.393
H 1.352 -0.872 -1.308
H 0.319 -2.303 -1.423
H -0.453 0.467 -2.485
H -1.356 -1.015 -2.726
H 2.650 -2.819 -5.382
H 2.840 -5.268 -5.560
H 1.098 -6.716 -4.580
H -0.850 -5.703 -3.452
H -1.056 -3.265 -3.296
H 2.385 1.436 -4.579
H 4.581 2.149 -3.674
H 5.848 0.648 -2.191
H 4.973 -1.603 -1.686
H 2.835 -2.339 -2.643
H -1.499 -2.625 2.161
H -0.306 -4.119 3.702
H 2.157 -4.062 3.833
H 3.424 -2.515 2.389
H 2.238 -1.034 0.826
H -3.237 0.341 0.278
H -5.446 -0.699 -0.102
H -5.594 -3.095 -0.670
H -3.538 -4.447 -0.841
H -1.347 -3.421 -0.453
*
```

Values from the calculation:
- Orbital gap: 6.671 eV
- LUMO level: -0.0108 hartree
- Energy: -6432.228603 Ha